C8H13AlO5 | the ωB97M-V functional and the def2-TZVPD basis

Positions of all 27 atoms, in Å:
Al  7.6225  -6.4295  31.7207
O  8.4344  -3.9668  31.1276
H  8.8956  -3.2364  30.6608
O  9.9191  -6.4261  30.2279
C  10.6665  -6.7827  29.3117
O  11.5415  -5.9543  28.8223
C  12.5077  -6.6260  27.9610
C  12.1629  -8.1200  28.0134
C  10.7764  -8.1348  28.6668
H  13.5315  -6.4189  28.2441
H  12.2482  -6.2620  26.9672
H  12.8456  -8.6534  28.6779
H  12.2783  -8.6298  27.0609
H  10.6485  -8.9521  29.3758
H  9.9602  -8.2842  27.9513
O  5.2388  -6.5263  33.2046
C  4.8270  -6.5697  34.3548
O  3.5748  -6.7164  34.6402
C  3.3056  -6.4790  36.0499
C  4.5779  -5.7916  36.5546
C  5.6428  -6.3442  35.6293
H  3.1080  -7.4158  36.5641
H  2.4630  -5.8013  36.1451
H  4.6707  -6.0674  37.6080
H  4.5308  -4.7045  36.5856
H  6.0325  -7.3141  35.9532
H  6.4788  -5.6692  35.4647

Cartesian forces, eV/Å:
Al 0.4060 1.2093 -0.3782
O -1.1193 -0.7789 1.1295
H 0.5606 -0.8065 -0.5558
O -1.3470 0.5160 0.4833
C 0.9338 -0.2311 -0.4166
O -0.0423 0.1014 1.0173
C -0.6780 -0.8345 -1.5915
C 0.5268 -0.0199 1.0927
C -0.3831 -0.9507 -0.3264
H -0.1422 0.4600 0.2420
H 0.5254 0.2960 0.0271
H 0.0600 0.1846 0.0509
H -0.4859 0.2086 -0.1734
H 0.0623 0.1699 0.1968
H -0.0344 0.4110 -0.0189
O 0.8897 -0.3664 -1.6951
C 0.6708 0.7015 1.6846
O -0.5045 -0.2344 -0.8155
C 0.4110 0.9948 0.5844
C -0.4213 -0.5031 1.1673
C 0.0598 0.0723 -0.2494
H -0.0209 -0.1563 -0.3168
H -0.2535 -0.2833 -0.3484
H 0.4861 -0.1270 -0.1238
H -0.1264 0.0062 -0.5533
H -0.0592 0.0020 0.0009
H 0.0257 -0.0417 -0.1138

Strongest force on any atom ... 1.949 eV/Å
ΔE to the lowest compared entry with this formula, charge and spin ... 178.50 kJ/mol
Highest occupied orbital energy ... -0.636 Ha
Kohn-Sham gap ... 3.9 eV
Charge ... +2

Here are the Mulliken charges for atoms 1 to 6, given in e:
1. Al 1.362
2. O -0.275
3. H 0.337
4. O -0.457
5. C 0.509
6. O -0.301



CH3N2OS2 | the ωB97M-V functional and the def2-TZVPD basis

Positions of all 9 atoms, in Å:
C  0.5231  -0.1021  -1.7509
N  -0.7978  -0.4247  1.3379
N  0.3173  0.5020  1.3360
O  1.7055  -0.2291  -1.8348
S  -0.9138  -0.6537  -2.1902
S  0.3218  1.7935  0.0179
H  -1.5852  0.0230  1.5742
H  -0.6671  -0.9064  0.4867
H  1.0961  -0.0025  1.0233

Cartesian forces, eV/Å:
C 2.5559 0.4421 0.2153
N 5.6440 -1.3360 0.1912
N -1.3584 1.9765 0.2874
O -1.5932 0.2678 0.2566
S -0.8887 -0.1034 -0.1717
S -0.4756 -1.3961 0.1035
H -3.5041 1.8695 0.1980
H -1.6094 -0.5393 -1.0779
H 1.2295 -1.1809 -0.0024

Strongest force on any atom ... 5.803 eV/Å
ΔE to the lowest compared entry with this formula, charge and spin ... 93.36 kJ/mol
Highest occupied orbital energy (alpha / beta) ... -0.112 / -0.112 Ha
Kohn-Sham gap (alpha / beta) ... 6.4 / 6.4 eV
Charge ... -1

Here are the Mulliken charges for atoms 1 to 6, given in e:
1. C 0.358
2. N -0.408
3. N -0.483
4. O -0.436
5. S -0.372
6. S -0.410



C3H10NOSe | the ωB97M-V functional and the def2-TZVPD basis

Positions of all 16 atoms, in Å:
C  -0.8904  -2.7053  1.5164
C  -0.6650  0.1393  -0.9384
C  0.0451  1.4265  -0.9691
N  1.6010  1.3154  -0.4881
O  -0.5155  2.4368  -0.1702
Se  0.0042  -1.0172  1.5000
H  -1.6453  -2.6384  0.7933
H  -0.1662  -3.4975  1.0195
H  -1.2387  -3.0197  2.4461
H  -0.1241  -0.6352  -1.5871
H  -1.6965  0.1040  -0.7714
H  0.1892  1.9219  -1.9675
H  1.7741  1.0585  0.4792
H  2.1262  0.7491  -1.0865
H  2.0294  2.3450  -0.4387
H  -0.8275  2.0166  0.6624

Cartesian forces, eV/Å:
C 3.1215 -1.8247 -3.0817
C 3.9150 -2.9083 0.9248
C 0.1968 2.5249 0.9880
N -0.5402 4.2097 1.1201
O 0.4163 -1.3337 0.0898
Se -0.1212 1.8664 -1.5095
H -1.5563 0.1218 -0.6811
H -1.3481 1.4557 1.4559
H -0.5137 -0.1574 1.6114
H -1.4313 0.9690 0.9455
H -1.3339 0.1235 -0.1795
H -0.2422 -0.8411 0.6096
H -0.6231 -0.9149 0.2676
H 1.2636 -1.1525 -1.1990
H -1.2304 -2.4937 -0.8661
H 0.0272 0.3554 -0.4957

Strongest force on any atom ... 4.964 eV/Å
ΔE to the lowest compared entry with this formula, charge and spin ... 105.36 kJ/mol
Highest occupied orbital energy (alpha / beta) ... -0.460 / -0.460 Ha
Kohn-Sham gap (alpha / beta) ... 7.0 / 7.0 eV
Charge ... +1

Here are the Mulliken charges for atoms 1 to 6, given in e:
1. C -0.832
2. C -1.035
3. C 0.157
4. N -0.375
5. O -0.493
6. Se 0.071



C2H7N5S | the ωB97M-V functional and the def2-TZVPD basis

Positions of all 15 atoms, in Å:
C  0.0463  -0.1372  -0.0991
C  1.1485  0.5960  1.9499
H  2.0348  -0.8014  -2.0869
H  1.5017  0.6366  -2.7103
H  -0.2991  -0.7634  -2.1144
H  1.7644  1.0387  -0.1494
H  0.1532  0.2817  2.3823
H  2.9395  1.4579  2.0474
H  -2.7026  -2.3298  -0.4719
N  1.5005  0.0687  -1.9380
N  0.2487  -0.1635  -1.4633
N  1.1320  0.2008  0.5955
N  2.0967  1.1006  2.6608
N  -1.1400  -0.3664  0.4829
S  -2.4641  -0.5097  -0.6479

Cartesian forces, eV/Å:
C -3.9141 -0.7099 -0.3840
C -0.7451 -0.7632 1.0844
H -0.2566 0.7694 0.0349
H -0.0792 1.4629 -2.2093
H -0.1881 0.7808 1.6543
H -1.9729 -3.8598 2.6298
H 1.2910 0.3970 0.1692
H -1.9064 -1.2416 1.2411
H 0.4013 3.8592 -0.4981
N 2.1656 -1.6608 1.6258
N -1.1481 -0.9110 -1.0743
N 4.5315 4.9554 -1.5649
N 0.2075 0.6526 -2.6349
N 1.1656 0.4292 -1.3877
S 0.4478 -4.1603 1.3137

Strongest force on any atom ... 6.895 eV/Å
ΔE to the lowest compared entry with this formula, charge and spin ... 310.13 kJ/mol
Highest occupied orbital energy ... -0.309 Ha
Kohn-Sham gap ... 8.4 eV
Charge ... 0

Here are the Mulliken charges for atoms 1 to 6, given in e:
1. C 0.665
2. C 0.042
3. H 0.212
4. H 0.188
5. H 0.250
6. H 0.394



C25H29N4O10P3 | the ωB97M-V functional and the def2-TZVPD basis

Positions of all 71 atoms, in Å:
C  0.2451  -4.0294  1.0941
P  1.8426  -3.1631  1.3246
O  1.7183  -1.9478  0.1996
P  1.3264  -2.0893  3.2569
P  0.6725  -0.9129  5.1233
O  -0.7752  -0.5627  4.9813
H  0.1464  -4.4438  0.0932
H  -0.5791  -3.3251  1.2712
H  0.1373  -4.8218  1.8379
H  1.1052  -1.2413  0.4826
H  2.2951  -2.8304  3.9829
H  1.7335  -0.8536  2.6814
H  -0.0412  -2.5382  3.2406
H  0.8906  -1.6633  6.3078
H  1.4825  0.2478  5.2038
C  3.8790  3.1410  -0.9990
C  3.3976  1.8394  -1.0218
C  3.6015  1.0053  0.0634
C  4.2882  1.5010  1.1567
C  4.7837  2.7908  1.1992
C  4.5733  3.6140  0.1072
N  4.4634  0.6263  2.3235
O  3.9883  -0.4928  2.2422
O  5.0279  1.0684  3.3033
H  3.7076  3.7958  -1.8435
H  2.8531  1.4728  -1.8803
H  3.2258  -0.0077  0.0582
H  5.3098  3.1508  2.0698
H  4.9357  4.6318  0.1215
C  -1.9297  5.4910  0.4128
C  -1.0156  5.5788  1.4533
C  0.3124  5.8663  1.1885
C  0.6993  6.0627  -0.1228
C  -0.1924  5.9761  -1.1739
C  -1.5178  5.6870  -0.8981
N  2.1090  6.3706  -0.4087
O  2.8783  6.4084  0.5309
O  2.4272  6.5435  -1.5697
H  -2.9666  5.2687  0.6243
H  -1.3364  5.4227  2.4732
H  1.0332  5.9328  1.9884
H  0.1400  6.1296  -2.1887
H  -2.2298  5.6150  -1.7078
C  -4.8447  -0.4530  0.4036
C  -3.9788  -0.4165  1.4872
C  -2.6302  -0.1787  1.2896
C  -2.1792  0.0207  -0.0009
C  -3.0223  -0.0154  -1.0968
C  -4.3667  -0.2558  -0.8857
N  -0.7549  0.2732  -0.2191
O  -0.0112  0.2600  0.7608
O  -0.3667  0.4676  -1.3479
H  -5.8980  -0.6395  0.5632
H  -4.3479  -0.5742  2.4902
H  -1.9550  -0.1533  2.1322
H  -2.6380  0.1315  -2.0938
H  -5.0418  -0.2943  -1.7283
C  -1.2401  -6.5014  -4.9215
C  -1.7655  -7.0104  -3.7421
C  -2.2483  -6.1519  -2.7694
C  -2.1967  -4.7914  -3.0015
C  -1.6744  -4.2632  -4.1657
C  -1.1924  -5.1304  -5.1310
N  -2.7185  -3.8748  -1.9752
O  -3.1448  -4.3625  -0.9475
O  -2.6845  -2.6822  -2.2130
H  -0.8662  -7.1756  -5.6798
H  -1.8002  -8.0780  -3.5789
H  -2.6574  -6.5352  -1.8476
H  -1.6419  -3.1955  -4.3164
H  -0.7793  -4.7350  -6.0478

Cartesian forces, eV/Å:
C -0.3590 0.3964 0.3524
P 0.5345 -0.5059 -0.6217
O -0.2054 0.2148 0.4294
P 0.1501 -0.1014 -0.0899
P -0.7839 0.0738 -0.1855
O -0.2668 0.0757 -0.1470
H 0.0942 -0.0637 -0.0070
H -0.1125 -0.0777 -0.1360
H 0.0862 -0.1156 -0.0752
H 0.1895 -0.0640 -0.2671
H 0.0180 0.0080 0.0610
H -0.1310 0.0456 0.0197
H 0.0189 0.1729 0.1088
H 0.4415 0.1567 0.0914
H 0.3077 -0.1611 0.2992
C -0.0189 0.0109 -0.0171
C 0.0153 0.1091 -0.0181
C -0.0877 -0.1494 -0.0769
C 0.0032 0.0517 -0.0940
C 0.0510 0.1265 0.0860
C -0.0205 0.0460 -0.0802
N -0.1901 0.0741 -0.0243
O 0.1897 -0.1106 0.2195
O 0.0188 -0.0710 -0.0863
H 0.0154 0.0217 -0.0158
H -0.0278 -0.0250 -0.0077
H 0.0158 -0.0321 0.0648
H 0.0094 -0.0744 0.0607
H 0.0084 0.0230 0.0150
C -0.0016 -0.0050 -0.0018
C -0.0627 -0.0093 -0.0467
C 0.0172 -0.0246 0.1933
C -0.0632 0.0247 0.0149
C -0.0675 0.0028 -0.1897
C -0.0336 -0.0172 0.0719
N 0.1134 -0.1716 -0.0171
O -0.0154 0.0867 -0.0546
O 0.0006 0.0110 0.0682
H -0.0219 -0.0148 0.0056
H 0.0020 -0.0105 0.0295
H 0.0836 0.0248 -0.0395
H 0.0945 0.0257 0.0054
H -0.0120 -0.0008 -0.0282
C 0.0051 0.0077 -0.0707
C -0.0586 -0.0167 -0.0356
C 0.0122 -0.0567 0.2876
C -0.0765 0.0588 -0.0452
C -0.0371 0.1169 -0.1018
C -0.0754 0.0449 0.1430
N 0.1939 -0.0169 0.0328
O -0.1836 -0.0500 -0.0975
O -0.0113 0.0300 -0.0070
H -0.0230 -0.0145 0.0020
H 0.0001 -0.0068 0.0305
H 0.1079 0.0336 0.0089
H 0.0947 -0.0052 0.0248
H -0.0105 -0.0162 -0.0302
C -0.0007 -0.0009 -0.0008
C 0.0314 0.0169 -0.0686
C -0.0366 -0.1765 0.0976
C 0.0040 -0.0319 -0.0464
C 0.0570 0.1407 -0.1338
C 0.0004 -0.0781 -0.0007
N 0.0516 0.0038 0.1164
O 0.0089 0.0837 -0.0683
O -0.0059 -0.1415 -0.0158
H 0.0150 -0.0142 -0.0132
H -0.0023 -0.0265 0.0141
H -0.0330 0.0758 0.0503
H -0.0358 0.0425 0.0774
H 0.0110 0.0200 -0.0193

Strongest force on any atom ... 0.963 eV/Å
Highest occupied orbital energy ... -0.270 Ha
Kohn-Sham gap ... 6.6 eV
Charge ... 0
Structure (SMILES) ... O=[N+]([O-])c1ccccc1.O=[N+]([O-])c1ccccc1.O=[N+]([O-])c1ccccc1.O=[N+]([O-])c1ccccc1.CP(O)[PH3][PH2]=O

Here are the Mulliken charges for atoms 1 to 6, given in e:
1. C -0.925
2. P -0.087
3. O -0.225
4. P 0.248
5. P 0.204
6. O -0.596



C23H21BrFeN11O2SSe2Te2 | the ωB97M-V functional and the def2-TZVPD basis

Positions of all 64 atoms, in Å:
Fe  0.9258  -0.5158  -1.0842
N  -2.4875  6.8892  1.3427
C  -1.8088  5.6812  1.3695
C  -1.9419  4.8223  2.4643
C  -1.2362  3.6372  2.5124
C  -0.3805  3.3014  1.4725
C  -0.2322  4.1490  0.3807
C  -0.9506  5.3294  0.3273
S  0.5575  1.8308  1.5148
O  1.8631  2.1524  1.0007
O  0.4921  1.2940  2.8651
N  -0.0809  0.7541  0.4936
C  -1.4159  0.5874  0.2749
N  -1.6465  -0.1821  -0.8054
C  -2.9063  -0.4536  -1.0960
C  -3.9664  0.0315  -0.3482
C  -3.6179  0.8223  0.7347
N  -2.3650  1.0977  1.0672
H  -3.2777  6.9924  1.9538
H  -2.5784  7.3495  0.4543
H  -2.6051  5.0932  3.2775
H  -1.3439  2.9617  3.3480
H  0.4460  3.8782  -0.4197
H  -0.8400  5.9933  -0.5221
H  -3.0747  -1.0765  -1.9701
H  -4.9933  -0.1942  -0.5908
H  -4.3833  1.2522  1.3733
Se  3.7852  -1.9765  -2.9018
Te  4.5193  0.0654  -3.8982
Te  2.2474  1.3673  -4.5964
Se  0.9087  1.4423  -2.4613
N  0.3766  -1.4477  2.4776
C  -0.0965  -2.4035  1.6757
N  -0.7133  -3.4362  2.2681
C  -1.2071  -4.3458  1.4426
N  -1.8452  -5.4006  1.9849
N  -1.1513  -4.3004  0.0955
C  -0.5050  -3.2516  -0.3687
N  0.0729  -2.2788  0.3321
C  -0.4380  -3.1389  -1.8659
C  -0.9940  -4.1143  -2.6722
C  -0.9159  -3.9570  -4.0473
C  -0.2948  -2.8354  -4.5627
C  0.2385  -1.9045  -3.6853
N  0.1667  -2.0592  -2.3633
H  0.1116  -1.5225  3.4461
H  0.5256  -0.5045  2.1311
H  -1.8724  -5.4927  2.9830
H  -2.1659  -6.1404  1.3890
H  -1.4727  -4.9658  -2.2139
H  -1.3363  -4.7072  -4.7044
H  -0.2129  -2.6701  -5.6276
H  0.7314  -1.0103  -4.0380
Br  5.6356  2.4224  0.3272
C  4.6694  0.8203  0.5281
C  5.0111  -0.1061  1.4911
C  4.2524  -1.2626  1.5932
C  3.1866  -1.4382  0.7364
N  2.8546  -0.5281  -0.1889
C  3.5825  0.5858  -0.2935
H  5.8550  0.0695  2.1443
H  4.4824  -2.0174  2.3312
H  2.5821  -2.3320  0.7696
H  3.2739  1.2972  -1.0482

Cartesian forces, eV/Å:
Fe -0.7946 -0.3331 0.7471
N 0.1464 -0.0082 0.0317
C -0.1572 0.1105 0.0437
C 0.0060 -0.0139 0.0109
C 0.0164 -0.0097 -0.0529
C -0.1126 0.2394 -0.0743
C -0.0759 0.0074 0.0288
C 0.1028 -0.0695 -0.0821
S -0.2694 -0.0581 0.3269
O 0.1237 -0.0754 0.0360
O 0.0390 0.2637 -0.1647
N 0.1478 0.3172 -0.4061
C 0.4712 -0.0455 0.2663
N -0.1017 -0.1482 -0.1665
C -0.0080 -0.0545 -0.1309
C 0.0440 0.0250 0.0348
C -0.0695 0.0286 0.0133
N 0.0195 0.0290 0.0734
H -0.0331 -0.0326 -0.0177
H -0.0321 -0.0300 -0.0124
H 0.0090 -0.0021 0.0034
H 0.0076 -0.0312 0.0191
H -0.0094 0.0062 -0.0052
H 0.0128 -0.0061 0.0040
H 0.0109 -0.0239 -0.0011
H -0.0043 0.0179 -0.0127
H 0.0013 -0.0038 0.0246
Se -0.0215 -0.1911 -0.0816
Te 0.1357 0.1027 0.0063
Te -0.1688 0.0189 0.0617
Se 0.1820 0.6530 -0.6677
N -0.0206 -0.2554 -0.1253
C -0.1070 0.2044 0.1920
N 0.0757 0.0070 -0.1657
C -0.0762 -0.1516 0.0777
N 0.0581 0.0376 -0.0502
N 0.0066 0.0386 0.1795
C 0.0731 0.1137 -0.5283
N 0.0335 -0.2773 0.0141
C 0.0699 0.0263 0.3639
C -0.0348 -0.0508 -0.1059
C -0.0437 -0.0856 0.0335
C 0.0648 0.0926 -0.0340
C -0.1246 -0.1850 0.0636
N 0.1124 -0.0143 -0.1651
H 0.0378 0.0275 -0.0127
H 0.0459 -0.2792 0.1280
H 0.0041 -0.0130 0.0097
H -0.0166 0.0150 0.0013
H 0.0105 0.0017 0.0006
H -0.0072 0.0124 -0.0081
H 0.0008 -0.0075 -0.0040
H 0.0217 0.0293 -0.0185
Br 0.0017 -0.0248 -0.0099
C 0.0207 -0.0320 -0.0677
C 0.0749 0.0080 0.0365
C 0.0045 -0.0257 -0.0262
C 0.1305 0.0911 -0.1015
N 0.0294 0.1148 0.3659
C 0.0429 -0.1300 -0.0215
H -0.0137 0.0064 0.0183
H 0.0114 -0.0021 -0.0010
H -0.0834 -0.0058 0.0224
H -0.0209 0.0310 0.0824

Strongest force on any atom ... 1.140 eV/Å
ΔE to the lowest compared entry with this formula, charge and spin ... 11.90 kJ/mol
Highest occupied orbital energy (alpha / beta) ... -0.256 / -0.262 Ha
Spin multiplicity ... 6
Kohn-Sham gap (alpha / beta) ... 6.6 / 5.4 eV
Charge ... 0

Here are the Mulliken charges for atoms 1 to 6, given in e:
1. Fe 0.735
2. N -0.539
3. C 1.109
4. C -0.904
5. C -0.163
6. C -0.637